# 1
Here is a single C12H24N2O5 molecule from the Open Molecules 2025 dataset. Energies are from wB97M-V/def2-TZVPD.

```
43
Properties=species:S:1:pos:R:3:nbo_charge:R:1
C -2.572 -3.235 0.056 -0.44
C 0.714 -1.844 1.318 -0.15
H 2.424 3.759 -1.983 0.17
H 1.478 3.472 1.624 0.21
O 2.578 4.831 -0.226 -0.55
C 1.847 -1.362 0.386 0.78
H -0.779 -4.080 0.911 0.19
H -3.575 -2.020 -2.972 0.16
H -4.703 -2.476 -1.668 0.16
H 0.878 4.211 -1.219 0.16
C 2.644 6.095 -0.830 -0.24
C 0.515 -0.810 2.447 -0.50
O -3.301 -3.922 -2.196 -0.53
C 1.908 3.875 -1.017 -0.06
C -1.343 -3.141 0.953 -0.20
C 1.891 2.545 -0.274 -0.42
C 1.086 2.649 1.023 -0.23
H 1.641 6.502 -1.014 0.16
N 1.157 1.426 1.790 -0.59
H 0.682 -1.978 -0.928 0.51
C -2.200 -3.574 -1.392 -0.06
H -1.673 -2.990 1.993 0.18
H -3.108 -2.285 0.091 0.20
O 1.594 -1.590 -0.891 -0.67
O -0.911 0.686 1.244 -0.67
C -4.145 -2.848 -2.533 -0.25
H 3.178 6.745 -0.139 0.19
H -3.234 -4.016 0.437 0.22
H 2.079 1.135 2.081 0.41
O 2.848 -0.835 0.789 -0.61
H 2.917 2.259 -0.038 0.21
H 1.044 -2.797 1.750 0.23
N -0.463 -2.074 0.499 -0.68
H 0.031 2.829 0.804 0.23
H -0.317 -1.124 3.079 0.23
H -1.555 -4.458 -1.405 0.18
H 1.423 -0.739 3.043 0.23
H -0.994 -1.200 0.449 0.41
H -1.654 -2.731 -1.842 0.16
H 1.460 1.778 -0.919 0.22
C 0.174 0.511 1.777 0.67
H 3.185 6.053 -1.784 0.16
H -4.848 -3.233 -3.270 0.20
```

As for the HOMO energy: -9.5 eV. The relative energy (zero: lowest compared OMol25 entry of this formula, charge and spin) is 0.0 kcal per mole. The SMILES is COCCCNC(=O)C[C@@H](NCCCOC)C(=O)O. Its LUMO energy is 0.7 eV. Its spin multiplicity is 1.


# 2
Here is a molecular structure, C11H16F2N6O8S2V at a distorted geometry from the Open Molecules 2025 dataset. Energies are from wB97M-V/def2-TZVPD.

```
46
Properties=species:S:1:pos:R:3:nbo_charge:R:1
O -10.625 0.465 23.524 -0.60
H -15.352 2.858 28.405 0.29
C -13.583 2.792 27.091 0.49
H -8.612 2.825 28.219 0.28
C -10.110 7.356 21.024 -0.72
H -13.981 7.356 28.710 0.27
O -15.970 5.836 24.798 -0.84
N -12.578 3.196 26.635 -0.48
N -12.867 4.815 20.968 -0.36
C -9.912 6.139 20.248 0.31
H -13.002 1.700 20.955 0.25
C -10.460 1.753 23.316 0.94
O -11.444 5.257 23.445 -0.37
N -10.000 4.303 25.763 -0.42
V -12.114 4.380 24.559 1.49
C -12.709 3.721 20.635 0.32
O -9.647 2.182 22.518 -0.09
H -12.793 2.054 19.222 0.28
N -14.054 4.077 23.964 -1.14
N -9.793 5.214 19.590 -0.36
C -8.198 3.597 27.570 -0.73
H -11.413 0.593 24.057 0.51
O -15.215 2.707 22.071 -0.82
C -12.974 6.900 26.921 0.49
S -15.161 5.360 23.685 2.32
H -9.110 7.712 21.270 0.25
C -14.871 2.341 27.575 -0.75
N -12.563 6.126 26.150 -0.44
H -15.526 2.382 26.704 0.30
O -11.335 2.443 23.822 -0.62
H -7.258 3.220 27.167 0.28
S -15.148 3.074 23.466 2.39
H -14.701 1.308 27.878 0.28
F -13.989 6.506 23.727 -0.50
C -12.546 2.377 20.233 -0.74
H -10.556 6.961 21.938 0.26
H -7.957 4.451 28.203 0.28
O -15.718 5.584 22.353 -0.76
C -13.507 7.878 27.879 -0.74
H -10.840 8.024 20.567 0.27
H -14.251 8.389 27.267 0.29
C -9.183 4.006 26.545 0.47
H -12.823 8.574 28.362 0.28
F -14.388 1.761 24.130 -0.53
O -16.407 3.068 24.260 -0.83
H -11.473 2.201 20.304 0.25
```

As for the HOMO energy (alpha / beta): -13.1 / -13.1 eV. Its charge is +1. Its LUMO energy (alpha / beta) is -4.4 / -8.0 eV. Its spin multiplicity is 3.


# 3
Here is a single C5H7NO molecule at a distorted geometry from the Open Molecules 2025 dataset. Energies are from wB97M-V/def2-TZVPD.

```
14
Properties=species:S:1:pos:R:3:nbo_charge:R:1
H 0.368 1.369 1.962 0.23
C 0.406 -0.217 0.471 -0.34
C 0.078 -0.446 -1.004 -0.56
O -2.219 -0.666 -0.402 -0.66
H -0.914 1.477 0.737 0.22
H -2.772 -0.737 -1.238 0.55
C 0.139 1.231 0.901 -0.59
H 0.758 1.926 0.324 0.22
N 2.915 -0.862 0.891 -0.32
C -1.335 -0.574 -1.385 0.20
H 0.480 0.346 -1.651 0.26
H 0.517 -1.378 -1.394 0.27
H -0.226 -0.887 1.069 0.25
C 1.804 -0.583 0.719 0.29
```

As for the HOMO energy: -9.0 eV. The relative energy (zero: lowest compared OMol25 entry of this formula, charge and spin) is 85.1 kcal per mole. Its LUMO energy is 0.7 eV. Its spin multiplicity is 1.


# 4
Here is a molecular structure, C6H5FO at a distorted geometry from the Open Molecules 2025 dataset. Energies are from wB97M-V/def2-TZVPD.

```
13
Properties=species:S:1:pos:R:3:nbo_charge:R:1
C 0.846 -1.483 0.828 -0.67
C 0.493 -0.156 0.299 0.12
C -2.050 0.021 -0.472 0.37
C 1.206 1.150 -0.097 0.37
C 0.113 1.644 -0.687 -0.25
C -0.650 0.371 -0.275 -0.17
H 1.713 -1.386 1.295 0.23
F 2.549 1.351 -0.039 -0.31
O -2.890 0.803 -0.897 -0.53
H -0.061 -1.722 1.350 0.24
H -0.102 2.535 -1.264 0.24
H 1.019 -2.092 -0.015 0.24
H -2.185 -1.037 -0.025 0.11
```

As for the HOMO energy (alpha / beta): -8.1 / -8.1 eV. The relative energy (zero: lowest compared OMol25 entry of this formula, charge and spin) is 82.4 kcal per mole. Its LUMO energy (alpha / beta) is -0.7 / -0.8 eV. Its spin multiplicity is 1.


# 5
Here is a single C20H14IN3O2 molecule at a distorted geometry from the Open Molecules 2025 dataset. Energies are from wB97M-V/def2-TZVPD.

```
40
Properties=species:S:1:pos:R:3:nbo_charge:R:1
O -1.338 2.410 -2.722 -0.56
H -1.805 -2.659 -3.566 0.22
C 2.527 4.891 -0.846 -0.25
C 2.001 3.922 -0.017 -0.22
N -2.686 -0.103 -0.843 -0.41
C 0.341 -2.051 3.805 -0.21
H 0.117 -5.326 3.859 0.21
C -3.515 -1.181 -1.004 0.04
C 0.227 -4.346 3.513 -0.22
C -1.209 -0.903 -2.539 -0.22
C 0.542 -3.018 1.582 -0.19
H -4.361 -1.246 -0.235 0.22
H 0.200 -3.411 5.484 0.22
O 0.129 -0.396 0.469 -0.51
H 2.301 3.692 1.068 0.24
H 0.442 0.210 2.452 0.20
C -2.034 -1.990 -2.757 -0.18
N 0.873 1.832 0.343 -0.56
H 0.649 4.069 -3.643 0.25
C -0.607 2.253 -1.790 0.66
C 0.992 4.117 -2.568 -0.20
I 3.123 6.349 -3.758 0.10
H -3.837 -2.993 -2.015 0.22
C 0.782 -0.558 1.744 -0.07
N -0.550 1.017 -1.299 -0.47
C -3.167 -2.167 -1.982 -0.24
C 0.345 -3.298 4.393 -0.20
H 1.858 -0.430 1.541 0.20
C -1.559 -0.003 -1.562 0.35
C 0.338 -4.230 2.181 -0.20
H 0.777 -2.912 0.552 0.22
C 0.561 3.126 -1.668 -0.17
H -0.257 -0.910 -3.203 0.24
C 2.076 5.017 -2.186 -0.08
H 0.175 -1.267 4.606 0.22
C 1.164 2.979 -0.418 0.17
C 0.157 0.871 -0.173 0.76
C 0.563 -1.913 2.408 -0.06
H 0.330 -5.125 1.455 0.21
H 3.335 5.683 -0.660 0.24
```

As for the HOMO energy: -8.6 eV. The relative energy (zero: lowest compared OMol25 entry of this formula, charge and spin) is 62.1 kcal per mole. The SMILES is O=c1c2cc(I)ccc2nc(OCc2ccccc2)n1-c1ccccn1. Its LUMO energy is -0.2 eV. Its spin multiplicity is 1.


# 6
Here is 4 unconnected molecules or ions with the total composition H9O4 at a distorted geometry from the Open Molecules 2025 dataset. Energies are from wB97M-V/def2-TZVPD.

```
13
Properties=species:S:1:pos:R:3:nbo_charge:R:1
H -0.388 -0.843 -0.369 0.54
H -1.153 2.763 -1.305 0.53
O -1.262 2.193 -0.555 -0.53
H -0.726 -2.846 0.006 0.56
H -2.002 -2.110 -0.698 0.56
H 2.803 -0.502 1.961 0.53
H 0.880 0.009 0.353 0.52
O 2.144 -0.128 1.406 -0.54
H 2.859 0.034 0.735 0.52
H -0.292 0.776 -0.466 0.52
O -1.110 -1.976 -0.271 -0.93
H -2.136 2.576 -0.306 0.54
O 0.383 0.054 -0.490 -0.82
```

As for the HOMO energy (alpha / beta): -21.4 / -20.5 eV. Its charge is +2. The relative energy (zero: lowest compared OMol25 entry of this formula, charge and spin) is 53.3 kcal per mole. Its LUMO energy (alpha / beta) is -7.6 / -17.3 eV. Its spin multiplicity is 2.


# 7
Here is 2 unconnected molecules or ions with the total composition C3H13N3 at a distorted geometry from the Open Molecules 2025 dataset. Energies are from wB97M-V/def2-TZVPD.

```
19
Properties=species:S:1:pos:R:3:nbo_charge:R:1
H -3.397 -0.579 1.467 0.18
H -2.519 0.771 -2.181 0.17
C 2.324 0.104 0.793 -0.36
C -1.878 0.502 -1.339 -0.54
H -2.266 -1.246 -0.407 0.34
H -0.997 -0.015 -1.697 0.18
H 3.590 -0.893 -0.376 0.35
H 2.152 1.147 1.071 0.13
H 1.562 0.076 -1.037 0.34
H -1.852 0.266 1.362 0.13
N 1.349 -0.397 -0.168 -0.90
H -3.296 1.135 0.877 0.17
H 2.178 -0.463 1.715 0.13
H 4.283 -0.322 0.995 0.34
H 0.402 -0.125 0.068 0.35
N -2.743 -0.357 -0.495 -0.65
H -1.690 1.417 -0.784 0.18
C -2.825 0.150 0.886 -0.69
N 3.670 -0.079 0.222 -0.86
```

As for the HOMO energy (alpha / beta): 1.3 / -5.4 eV. Its charge is -1. The relative energy (zero: lowest compared OMol25 entry of this formula, charge and spin) is 10.3 kcal per mole. Its LUMO energy (alpha / beta) is 4.2 / 4.3 eV. Its spin multiplicity is 2.


# 8
Here is a single C5H8O2S molecule at a distorted geometry from the Open Molecules 2025 dataset. Energies are from wB97M-V/def2-TZVPD.

```
16
Properties=species:S:1:pos:R:3:nbo_charge:R:1
H -0.622 -0.601 2.303 0.23
H 0.888 -2.014 0.301 0.27
H -0.555 2.287 0.953 0.22
S 2.927 -0.448 -0.408 -0.22
H -0.026 2.829 -0.689 0.22
C -0.831 -1.062 1.184 -0.64
C -0.318 1.959 -0.168 -0.27
H -1.043 1.191 -0.662 0.24
O -1.194 -0.715 -1.720 -0.53
H -1.458 -0.286 0.488 0.22
C 1.381 0.099 0.127 0.36
O 1.048 1.246 -0.063 -0.49
H -1.354 -2.150 1.190 0.25
C 0.397 -1.097 0.291 -0.41
H 0.848 -0.512 -1.920 0.16
C -0.088 -0.727 -1.206 0.41
```

As for the HOMO energy: -8.3 eV. The relative energy (zero: lowest compared OMol25 entry of this formula, charge and spin) is 104.1 kcal per mole. The SMILES is COC(=S)[C@@H](C)C=O. Its LUMO energy is 0.1 eV. Its spin multiplicity is 1.